(1)
A structure of composition C21H22BrIrN4O2S4Sb. Source: OMol25; level of theory: ωB97M-V/def2-TZVPD.

```
56
Properties=species:S:1:pos:R:3
Ir -1.10 0.36 -0.33
Br 4.68 -3.56 1.95
C 3.20 -2.84 1.01
C 3.20 -2.87 -0.40
C 2.15 -2.35 -1.11
C 1.03 -1.75 -0.46
O 0.10 -1.25 -1.19
C 1.04 -1.76 0.97
C -0.11 -1.42 1.72
N -1.18 -0.87 1.21
C -2.45 -0.96 1.83
C -2.76 -1.59 3.00
C -4.11 -1.65 3.41
C -5.11 -1.16 2.63
C -4.82 -0.57 1.38
C -5.79 -0.10 0.47
C -5.39 0.43 -0.72
C -4.01 0.51 -1.02
N -3.09 0.06 -0.21
C -3.48 -0.48 1.00
C 2.13 -2.32 1.68
H 4.04 -3.30 -0.92
H 2.14 -2.37 -2.19
H -0.16 -1.75 2.76
H -2.00 -2.04 3.62
H -4.34 -2.13 4.36
H -6.15 -1.23 2.95
H -6.84 -0.15 0.73
H -6.08 0.83 -1.44
H -3.66 0.98 -1.94
H 2.11 -2.34 2.76
S -0.26 4.51 -1.71
Sb -2.61 4.23 -2.05
S -1.50 2.31 0.79
S -3.19 3.29 0.21
S -2.46 2.25 -3.24
C 2.94 1.46 1.45
N 3.15 1.19 0.03
C 4.39 0.48 -0.26
C 2.04 1.11 -0.76
O 0.94 1.08 -0.16
N 2.23 1.15 -2.10
C 1.13 1.02 -3.04
C 3.45 1.66 -2.70
H 3.84 1.93 1.84
H 2.75 0.54 2.01
H 2.10 2.14 1.57
H 4.59 -0.23 0.55
H 5.24 1.17 -0.33
H 4.31 -0.08 -1.18
H 0.19 0.92 -2.52
H 1.27 0.16 -3.69
H 1.03 1.93 -3.62
H 4.01 2.25 -1.98
H 3.17 2.32 -3.52
H 4.09 0.87 -3.09
```

Properties
- E_LUMO (alpha / beta) (hartree) = -0.0491 / -0.0528
- molecular weight (g mol⁻¹) = 884.58
- 2S+1 = 2

Quick look at the Mulliken charges, all values in e: 1.034, -0.179, -0.386, -0.434, -0.537, 0.601, -0.969, 0.498, -0.684, -0.223, 0.222, -1.001, -0.905, -0.874, 0.882, -0.645, -0.869, 0.382, 0.795, 0.754, -0.235, 0.455, 0.464, 0.230, 0.324, 0.393, 0.406, 0.428, 0.425, -0.063, 0.487, -0.306, 0.522, -0.119, -0.361, -0.617, -0.987, 0.150, -1.279, 0.379, -0.683, 0.593, -0.374, -1.237, 0.429, 0.235, 0.278, 0.393, 0.313, 0.427, -0.317, 0.268, 0.431, 0.392, 0.374, 0.322

***

(2)
A structure of composition C21H22Cl2CoN2O9S2. Source: OMol25; level of theory: ωB97M-V/def2-TZVPD.

```
59
Properties=species:S:1:pos:R:3
Co 0.93 -0.41 1.07
C -1.49 -1.62 -5.98
C -1.21 -0.80 -4.75
C -1.90 0.38 -4.51
C -1.63 1.15 -3.39
C -0.65 0.73 -2.50
C 0.05 -0.45 -2.71
C -0.24 -1.20 -3.83
S -0.28 1.70 -1.06
O 1.09 2.11 -1.15
O -1.31 2.72 -0.98
N -0.41 0.68 0.18
C -1.66 0.45 0.76
C -2.92 0.61 0.22
C -4.06 0.39 1.01
C -3.99 0.03 2.32
C -2.72 -0.15 2.91
C -2.49 -0.51 4.26
C -1.21 -0.65 4.73
C -0.13 -0.47 3.84
N -0.32 -0.15 2.59
C -1.58 0.04 2.12
H -2.51 -1.49 -6.32
H -1.32 -2.68 -5.80
H -0.83 -1.32 -6.80
H -2.66 0.71 -5.21
H -2.16 2.07 -3.19
H 0.79 -0.77 -1.99
H 0.30 -2.13 -4.00
H -3.04 0.93 -0.81
H -5.03 0.52 0.54
H -4.88 -0.13 2.92
H -3.34 -0.67 4.92
H -1.01 -0.92 5.75
H 0.89 -0.62 4.16
C 4.45 -1.16 0.25
C 3.36 -0.20 -0.23
C 3.74 0.36 -1.59
O 2.12 -0.89 -0.31
C 3.24 0.91 0.83
O 4.17 1.66 1.06
O 2.12 0.93 1.49
H 4.58 -1.96 -0.48
H 4.19 -1.60 1.21
H 5.39 -0.62 0.35
H 3.89 -0.47 -2.28
H 4.68 0.92 -1.50
H 2.98 1.03 -1.98
H 2.26 -2.41 -0.13
O 1.81 -1.84 2.22
S 1.11 -2.92 1.45
O 0.73 -4.08 2.18
O 0.00 -2.18 0.77
O 2.09 -3.33 0.32
Cl -0.53 5.26 4.46
C -0.93 3.89 3.38
Cl 0.48 3.22 2.58
H -1.62 4.26 2.63
H -1.39 3.12 3.99
```

Properties
- E_LUMO (hartree) = 0.0770
- molecular weight (g mol⁻¹) = 640.39
- net charge = -1

Quick look at the Mulliken charges, all values in e: -0.638, -1.523, 1.138, -0.838, -0.444, 0.112, -0.168, -1.387, 1.178, -0.750, -0.727, 0.810, 0.494, -0.838, -0.887, -1.061, 0.974, -0.662, -1.104, -0.201, 1.144, 0.272, 0.372, 0.362, 0.287, 0.352, 0.544, 0.367, 0.386, 0.429, 0.396, 0.393, 0.432, 0.435, 0.570, -2.262, 2.169, -1.742, -0.156, 0.149, -0.754, -0.269, 0.465, 0.347, 0.458, 0.409, 0.394, 0.223, 0.506, -0.602, 1.409, -0.720, -0.587, -0.673, -0.219, -0.181, -0.012, 0.298, 0.133

***

(3)
A structure of composition C21H22Cl2MnN7O3S2. Source: OMol25; level of theory: ωB97M-V/def2-TZVPD.

```
58
Properties=species:S:1:pos:R:3
Mn 1.14 -0.78 -0.68
N -0.95 0.40 -4.35
C -0.51 -0.06 -3.12
S 1.08 -0.74 -3.07
N -1.33 0.10 -2.14
N -0.77 -0.21 -0.89
C -1.56 0.05 0.09
C -1.26 -0.12 1.49
C -2.22 0.34 2.40
C -2.06 0.23 3.77
C -0.89 -0.37 4.25
C 0.07 -0.84 3.39
C -0.06 -0.74 1.97
O 0.87 -1.20 1.22
H -0.45 0.09 -5.16
H -1.94 0.58 -4.44
H -2.54 0.45 -0.16
H -3.12 0.79 2.00
H -2.82 0.60 4.45
H -0.73 -0.47 5.32
H 0.98 -1.31 3.76
O 3.08 -1.08 -0.51
N 3.69 -0.25 0.23
N 3.01 0.79 0.53
O 1.79 1.01 0.09
C 3.59 1.75 1.41
C 4.97 1.88 1.53
C 5.48 2.83 2.39
C 4.64 3.64 3.14
C 3.26 3.49 3.02
C 2.73 2.54 2.16
H 5.61 1.24 0.93
H 6.56 2.94 2.48
H 5.05 4.38 3.81
H 2.60 4.11 3.61
H 1.66 2.38 2.07
Cl 0.46 3.01 -2.20
C 1.07 3.87 -0.80
Cl 2.71 4.53 -1.07
H 1.15 3.15 0.00
H 0.42 4.70 -0.58
C -2.41 -2.30 -4.38
C -2.35 -2.65 -2.93
C -3.42 -2.70 -2.09
C -3.15 -3.02 -0.73
N -1.97 -3.35 -0.28
C -0.90 -3.33 -1.13
S 0.65 -3.67 -0.66
N -1.13 -2.95 -2.43
C -4.26 -2.98 0.28
H -3.44 -2.10 -4.67
H -2.03 -3.13 -4.98
H -1.80 -1.42 -4.58
H -4.41 -2.47 -2.44
H -0.29 -2.75 -2.97
H -5.24 -2.84 -0.18
H -4.06 -2.15 0.96
H -4.25 -3.89 0.88
```

Properties
- E_LUMO (alpha / beta) (hartree) = 0.0953 / 0.0953
- molecular weight (g mol⁻¹) = 610.43
- net charge = -1
- 2S+1 = 2

Quick look at the Mulliken charges, all values in e: 0.429, -0.594, 0.154, -0.622, -1.023, 1.493, -1.057, 0.950, -0.645, -0.756, -0.409, -0.672, 0.669, -0.768, 0.213, 0.277, 0.229, 0.334, 0.387, 0.366, 0.435, -0.385, -0.609, 1.064, -0.626, 0.046, -0.367, -0.450, -0.459, -0.782, 0.005, 0.486, 0.358, 0.375, 0.368, 0.413, -0.115, 0.378, -0.216, -0.498, 0.409, -0.945, 0.999, -1.088, 1.167, -0.390, -0.076, -0.400, 0.077, -1.199, 0.353, 0.320, -0.029, 0.301, 0.228, 0.356, 0.200, 0.341

***

(4)
A structure of composition C21H22Cl3N3O3PdS5Sb. Source: OMol25; level of theory: ωB97M-V/def2-TZVPD.

```
59
Properties=species:S:1:pos:R:3
Pd 2.26 0.67 0.32
S 6.30 -0.77 2.69
Sb 4.35 0.57 2.61
S 4.48 0.84 0.14
S 2.45 -1.31 1.30
S 5.42 2.73 2.51
O 2.24 3.18 1.76
C 2.13 3.51 0.59
O 2.01 2.75 -0.45
C 2.26 4.99 0.26
N 1.88 5.21 -1.20
C 2.92 6.09 -1.86
C 3.76 6.61 -0.70
C 3.71 5.46 0.32
H 1.62 5.58 0.90
H 0.94 5.58 -1.29
H 1.87 4.24 -1.55
H 2.42 6.87 -2.43
H 3.50 5.47 -2.54
H 3.31 7.51 -0.27
H 4.77 6.86 -1.01
H 4.00 5.76 1.32
H 4.38 4.65 0.01
Cl -3.64 -3.29 -5.38
C -3.59 -3.04 -3.67
C -2.61 -3.65 -2.91
C -2.58 -3.42 -1.55
C -3.49 -2.59 -0.91
C -3.43 -2.34 0.59
C -3.07 -0.88 0.96
N -1.86 -0.30 0.36
C -1.65 0.01 -0.97
C -0.37 0.46 -1.05
N 0.19 0.43 0.21
C -0.73 -0.01 1.03
O -2.69 -3.34 1.27
C -1.30 -3.15 1.49
C -0.72 -4.43 1.97
C -0.10 -4.59 3.17
Cl 0.16 -3.39 4.37
S 0.45 -6.19 3.43
C -0.15 -6.69 1.90
C -0.74 -5.66 1.24
C -4.49 -2.03 -1.71
Cl -5.73 -1.02 -1.01
C -4.54 -2.23 -3.08
H -1.88 -4.30 -3.38
H -1.82 -3.93 -0.96
H -4.44 -2.46 0.96
H -2.96 -0.83 2.05
H -3.91 -0.25 0.69
H -2.40 -0.12 -1.73
H 0.18 0.78 -1.92
H -0.61 -0.14 2.09
H -1.13 -2.40 2.26
H -0.79 -2.82 0.58
H -0.04 -7.71 1.58
H -1.20 -5.77 0.26
H -5.33 -1.78 -3.67
```

Properties
- E_LUMO (alpha / beta) (hartree) = -0.1135 / -0.1907
- molecular weight (g mol⁻¹) = 859.30
- net charge = +1
- 2S+1 = 5

Quick look at the Mulliken charges, all values in e: 0.268, -0.218, 0.737, -0.129, -0.297, -0.208, -0.556, 0.749, -0.877, 0.046, 0.015, -0.600, -0.605, -0.648, 0.356, 0.391, 0.272, 0.358, 0.303, 0.327, 0.374, 0.337, 0.258, -0.197, 0.443, -1.089, 0.290, -0.462, -0.007, -1.316, 0.380, -0.190, -1.163, 0.291, -0.319, -0.371, 0.460, -0.472, 0.628, -0.237, -0.171, -0.292, -1.003, 0.988, -0.208, -0.907, 0.446, 0.123, 0.488, 0.426, 0.670, 0.477, 0.476, 0.468, 0.132, 0.296, 0.437, 0.383, 0.451

***

Energy above the lowest of the compared OMol25 structures with the same formula, charge and spin for the records above, in order: 1.861 0.000 0.000 0.605 eV